C39H60FN2O21 | the ωB97M-V functional and the def2-TZVPD basis

## Properties
orbital gap: 7.574 eV
HOMO level: -12.1 eV
LUMO energy: -0.1653 hartree
total charge: +1
electronic energy: -90097.52904 eV

Bonds (Å) are listed after each position.
Cartesian coordinates (Å):
1 C 1.0556 -3.9731 -0.8585  C2 1.640, H15 1.176, H16 1.192, H17 1.193
2 C 0.6293 -2.9251 0.3282  C1 1.640, C3 1.659, H18 1.186, H19 1.188
3 C 0.2972 -1.3918 -0.2110  C2 1.659, F4 1.497, C5 1.646, H20 1.172
4 F 1.3272 -0.9646 -1.2101  C3 1.497
5 C -1.1364 -1.4599 -1.0169  C3 1.646, C6 1.646, C14 1.643
6 C -1.3738 -1.0492 -2.5926  C5 1.646, C7 1.662, H21 1.174
7 C -2.9117 -1.2100 -3.2024  C6 1.662, C8 1.671, H22 1.172
8 C -4.1336 -1.8032 -2.2287  C7 1.671, N9 1.519, H23 1.175
9 N -3.8131 -2.1909 -0.7954  C8 1.519, C10 1.520, C14 1.513
10 C -4.9209 -2.7699 0.0697  N9 1.520, C11 1.639, H24 1.172, H25 1.194
11 C -4.4792 -4.0830 0.9463  C10 1.639, C12 1.639, H26 1.191, H27 1.176
12 C -3.6089 -5.2061 0.1283  C11 1.639, N13 1.538, H28 1.179, H29 1.194
13 N -4.3689 -5.8436 -1.0470  C12 1.538, H30 1.065, H31 1.062
14 C -2.4368 -2.0262 -0.1881  C5 1.643, N9 1.513, H32 1.187
15 H 1.5983 -3.4770 -1.7769  C1 1.176
16 H 0.1442 -4.6437 -1.2320  C1 1.192
17 H 1.8436 -4.7420 -0.3982  C1 1.193
18 H 1.5074 -2.8562 1.1218  C2 1.186
19 H -0.2819 -3.4157 0.9114  C2 1.188
20 H 0.3104 -0.6529 0.6989  C3 1.172
21 H -0.4835 -0.6647 -3.2537  C6 1.174
22 H -3.1297 -0.9335 -4.3198  C7 1.172
23 H -5.2330 -1.9252 -2.6251  C8 1.175
24 H -5.3915 -1.9166 0.7212  C10 1.172
25 H -5.7583 -3.1476 -0.6927  C10 1.194
26 H -5.4720 -4.6302 1.3127  C11 1.191
27 H -3.9358 -3.6917 1.9126  C11 1.176
28 H -2.6002 -4.8076 -0.3343  C12 1.179
29 H -3.2848 -6.0323 0.9268  C12 1.194
30 H -3.5864 -6.2879 -1.6158  N13 1.065
31 H -4.7232 -5.0459 -1.6519  N13 1.062
32 H -2.3046 -2.3330 0.9506  C14 1.187
33 C 3.1309 -2.7020 -5.8230  C34 1.515, H40 1.095, H41 1.094, H42 1.096
34 C 1.8968 -2.2403 -6.5703  C33 1.515, C35 1.499, O39 1.418, H43 1.097
35 C 0.9464 -1.4409 -5.7316  C34 1.499, O36 1.417, H44 1.093, H45 1.096
36 O -0.2895 -1.6554 -6.3910  C35 1.417, C37 1.368
37 C -0.1922 -2.8772 -6.9984  O36 1.368, O38 1.219, O39 1.367
38 O -1.1283 -3.4737 -7.5031  C37 1.219
39 O 1.0936 -3.3413 -6.9627  C34 1.418, C37 1.367
40 H 3.7185 -3.3867 -6.4438  C33 1.095
41 H 3.7614 -1.8533 -5.5420  C33 1.094
42 H 2.8628 -3.2552 -4.9160  C33 1.096
43 H 2.1886 -1.6984 -7.4785  C34 1.097
44 H 1.1969 -0.3768 -5.7132  C35 1.093
45 H 0.8562 -1.8064 -4.7024  C35 1.096
46 C -1.1327 1.7680 4.1348  C47 1.515, H53 1.095, H54 1.094, H55 1.096
47 C -1.2016 0.3310 4.6090  C46 1.515, C48 1.499, O52 1.418, H56 1.097
48 C 0.1347 -0.3420 4.6940  C47 1.499, O49 1.417, H57 1.093, H58 1.096
49 O -0.2077 -1.7093 4.5475  C48 1.417, C50 1.368
50 C -1.3567 -1.7387 3.8057  O49 1.368, O51 1.219, O52 1.367
51 O -1.8426 -2.7486 3.3254  C50 1.219
52 O -1.8867 -0.4850 3.6731  C47 1.418, C50 1.367
53 H -2.1404 2.1627 3.9669  C46 1.095
54 H -0.6250 2.4008 4.8687  C46 1.094
55 H -0.6035 1.8462 3.1785  C46 1.096
56 H -1.7436 0.2755 5.5613  C47 1.097
57 H 0.6318 -0.1669 5.6519  C48 1.093
58 H 0.8159 -0.0679 3.8805  C48 1.096
59 C -5.5173 3.5158 1.1166  C60 1.515, H66 1.095, H67 1.094, H68 1.096
60 C -5.4100 3.5232 2.6275  C59 1.515, C61 1.499, O65 1.418, H69 1.097
61 C -6.1594 4.6445 3.2810  C60 1.499, O62 1.417, H70 1.093, H71 1.096
62 O -5.4554 4.8059 4.5002  C61 1.417, C63 1.368
63 C -4.1729 4.3958 4.2587  O62 1.368, O64 1.219, O65 1.367
64 O -3.2385 4.5653 5.0235  C63 1.219
65 O -4.0779 3.7723 3.0453  C60 1.418, C63 1.367
66 H -4.8480 2.7607 0.6906  C59 1.095
67 H -6.5406 3.2999 0.7956  C59 1.094
68 H -5.2122 4.4786 0.6915  C59 1.096
69 H -5.7102 2.5477 3.0300  C60 1.097
70 H -7.2073 4.3952 3.4680  C61 1.093
71 H -6.1083 5.5879 2.7257  C61 1.096
72 C -12.0795 3.8721 2.6919  C73 1.515, H79 1.095, H80 1.094, H81 1.096
73 C -10.7050 4.4987 2.8042  C72 1.515, C74 1.499, O78 1.418, H82 1.097
74 C -10.6756 5.9566 2.4583  C73 1.499, O75 1.417, H83 1.093, H84 1.096
75 O -9.3307 6.1417 2.0518  C74 1.417, C76 1.368
76 C -8.9083 4.9349 1.5655  O75 1.368, O77 1.219, O78 1.367
77 O -7.8654 4.7625 0.9576  C76 1.219
78 O -9.8116 3.9485 1.8502  C73 1.418, C76 1.367
79 H -12.0158 2.7870 2.8266  C72 1.095
80 H -12.7609 4.2803 3.4441  C72 1.094
81 H -12.5125 4.0384 1.6992  C72 1.096
82 H -10.2872 4.3113 3.8012  C73 1.097
83 H -10.9140 6.5950 3.3132  C74 1.093
84 H -11.3290 6.2212 1.6193  C74 1.096
85 C -0.8162 6.2914 5.8889  C86 1.515, H92 1.095, H93 1.094, H94 1.096
86 C 0.1369 5.8544 6.9821  C85 1.515, C87 1.499, O91 1.418, H95 1.097
87 C 1.5552 6.2808 6.7532  C86 1.499, O88 1.417, H96 1.093, H97 1.096
88 O 2.2826 5.3105 7.4863  C87 1.417, C89 1.368
89 C 1.5109 4.1811 7.4970  O88 1.368, O90 1.219, O91 1.367
90 O 1.8936 3.0871 7.8759  C89 1.219
91 O 0.2542 4.4417 7.0250  C86 1.418, C89 1.367
92 H -1.8033 5.8421 6.0417  C85 1.095
93 H -0.9241 7.3799 5.8726  C85 1.094
94 H -0.4710 5.9584 4.9037  C85 1.096
95 H -0.2333 6.1893 7.9590  C86 1.097
96 H 1.7570 7.2860 7.1330  C87 1.093
97 H 1.8658 6.2244 5.7038  C87 1.096
98 C 7.4647 0.1495 -5.4014  C99 1.515, H105 1.095, H106 1.094, H107 1.096
99 C 7.3958 -1.2874 -4.9272  C98 1.515, C100 1.499, O104 1.418, H108 1.097
100 C 8.7321 -1.9604 -4.8422  C99 1.499, O101 1.417, H109 1.093, H110 1.096
101 O 8.3897 -3.3277 -4.9887  C100 1.417, C102 1.368
102 C 7.2407 -3.3571 -5.7305  O101 1.368, O103 1.219, O104 1.367
103 O 6.7548 -4.3671 -6.2108  C102 1.219
104 O 6.7107 -2.1035 -5.8631  C99 1.418, C102 1.367
105 H 6.4570 0.5443 -5.5694  C98 1.095
106 H 7.9724 0.7823 -4.6675  C98 1.094
107 H 7.9939 0.2277 -6.3577  C98 1.096
108 H 6.8538 -1.3430 -3.9749  C99 1.097
109 H 9.2292 -1.7853 -3.8843  C100 1.093
110 H 9.4133 -1.6864 -5.6557  C100 1.096
111 C 12.2618 -4.7103 -2.1655  C112 1.515, H118 1.095, H119 1.094, H120 1.096
112 C 12.1639 -3.5935 -3.1842  C111 1.515, C113 1.499, O117 1.418, H121 1.097
113 C 13.4934 -3.0865 -3.6545  C112 1.499, O114 1.417, H122 1.093, H123 1.096
114 O 13.1847 -1.7637 -4.0583  C113 1.417, C115 1.368
115 C 12.1161 -1.3715 -3.2997  O114 1.368, O116 1.219, O117 1.367
116 O 11.6934 -0.2293 -3.2409  C115 1.219
117 O 11.5862 -2.4301 -2.6151  C112 1.418, C115 1.367
118 H 11.2710 -4.9474 -1.7635  C111 1.095
119 H 12.6855 -5.6146 -2.6122  C111 1.094
120 H 12.8828 -4.4166 -1.3119  C111 1.096
121 H 11.5303 -3.9055 -4.0237  C112 1.097
122 H 13.8901 -3.6656 -4.4927  C113 1.093
123 H 14.2490 -3.0377 -2.8623  C113 1.096

=====

C9H11BrN2 | the ωB97M-V functional and the def2-TZVPD basis

## Properties
orbital gap: 8.545 eV
HOMO level: -7.9 eV
relative energy (zero: lowest compared OMol25 entry of this formula, charge and spin): 2.472 eV
LUMO energy: 0.0247 hartree
electronic energy: -82528.38918 eV
SMILES string: C=C=N[C@H](N=C=C(C)C)C(=C)Br

Bonds (Å) are listed after each position.
Cartesian coordinates (Å):
1 C 1.4282 -0.5170 1.9207  C2 1.330, H13 1.045, H14 1.110
2 C 0.4015 -0.4443 1.0791  C1 1.330, N3 1.210
3 N -0.7644 -0.7320 0.9336  C2 1.210, C4 1.349
4 C -1.3935 -1.1456 -0.1860  N3 1.349, N5 1.479, C10 1.495, H15 1.160
5 N -0.7675 -0.3612 -1.2719  C4 1.479, C6 1.179
6 C 0.1805 0.3291 -1.1506  N5 1.179, C7 1.329
7 C 1.2431 0.8965 -0.5901  C6 1.329, C8 1.492, C9 1.468
8 C 0.9887 2.2679 -0.0595  C7 1.492, H16 1.059, H17 1.156, H18 1.142
9 C 2.6081 0.3688 -0.7009  C7 1.468, H19 1.265, H20 1.049, H21 1.083
10 C -2.8686 -0.9048 -0.2252  C4 1.495, C11 1.283, Br12 1.949
11 C -3.7302 -1.7364 -0.6859  C10 1.283, H22 1.065, H23 1.094
12 Br -3.3455 0.8419 0.4962  C10 1.949
13 H 1.3611 -1.0541 2.8143  C1 1.045
14 H 2.1485 0.3180 1.7925  C1 1.110
15 H -1.1524 -2.2755 -0.2857  C4 1.160
16 H 1.6565 2.4944 0.7300  C8 1.059
17 H 1.1133 3.0478 -0.9030  C8 1.156
18 H 0.0297 2.1419 0.5473  C8 1.142
19 H 3.1485 0.4708 -1.8402  C9 1.265
20 H 2.5852 -0.6688 -0.5491  C9 1.049
21 H 3.2688 0.8147 0.0327  C9 1.083
22 H -4.7392 -1.4378 -0.8484  C11 1.065
23 H -3.4002 -2.7141 -1.0497  C11 1.094

=====

Copy entry 2 word for word.
C9H11BrN2 | the ωB97M-V functional and the def2-TZVPD basis

## Properties
orbital gap: 8.545 eV
HOMO level: -7.9 eV
relative energy (zero: lowest compared OMol25 entry of this formula, charge and spin): 2.472 eV
LUMO energy: 0.0247 hartree
electronic energy: -82528.38918 eV
SMILES string: C=C=N[C@H](N=C=C(C)C)C(=C)Br

Bonds (Å) are listed after each position.
Cartesian coordinates (Å):
1 C 1.4282 -0.5170 1.9207  C2 1.330, H13 1.045, H14 1.110
2 C 0.4015 -0.4443 1.0791  C1 1.330, N3 1.210
3 N -0.7644 -0.7320 0.9336  C2 1.210, C4 1.349
4 C -1.3935 -1.1456 -0.1860  N3 1.349, N5 1.479, C10 1.495, H15 1.160
5 N -0.7675 -0.3612 -1.2719  C4 1.479, C6 1.179
6 C 0.1805 0.3291 -1.1506  N5 1.179, C7 1.329
7 C 1.2431 0.8965 -0.5901  C6 1.329, C8 1.492, C9 1.468
8 C 0.9887 2.2679 -0.0595  C7 1.492, H16 1.059, H17 1.156, H18 1.142
9 C 2.6081 0.3688 -0.7009  C7 1.468, H19 1.265, H20 1.049, H21 1.083
10 C -2.8686 -0.9048 -0.2252  C4 1.495, C11 1.283, Br12 1.949
11 C -3.7302 -1.7364 -0.6859  C10 1.283, H22 1.065, H23 1.094
12 Br -3.3455 0.8419 0.4962  C10 1.949
13 H 1.3611 -1.0541 2.8143  C1 1.045
14 H 2.1485 0.3180 1.7925  C1 1.110
15 H -1.1524 -2.2755 -0.2857  C4 1.160
16 H 1.6565 2.4944 0.7300  C8 1.059
17 H 1.1133 3.0478 -0.9030  C8 1.156
18 H 0.0297 2.1419 0.5473  C8 1.142
19 H 3.1485 0.4708 -1.8402  C9 1.265
20 H 2.5852 -0.6688 -0.5491  C9 1.049
21 H 3.2688 0.8147 0.0327  C9 1.083
22 H -4.7392 -1.4378 -0.8484  C11 1.065
23 H -3.4002 -2.7141 -1.0497  C11 1.094